1.
Formula: H6O3
Source: the OMol25 dataset
Level of theory: the ωB97M-V functional and the def2-TZVPD basis

Structure (XYZ):
```
9
Properties=species:S:1:pos:R:3:forces:R:3
O -1.34698 0.88797 -0.14838 0.80 6.35 2.29
O 3.01344 -0.26653 -0.09421 -0.71 0.47 1.85
O -1.50086 -1.08325 -0.16385 -3.26 -5.27 -1.89
H -0.47341 0.80418 -0.51368 0.36 -0.10 -0.61
H 2.80741 0.26311 -0.85989 -0.13 0.32 -0.29
H -1.14553 0.72343 0.81291 -0.43 1.03 -1.55
H 2.56135 0.18035 0.68187 0.87 -0.77 -1.55
H -2.38386 -0.65695 -0.45464 2.44 -1.44 0.35
H -1.53155 -0.85232 0.73988 0.06 -0.59 1.41
```
Forces are in eV/Å.

Results
Structure (SMILES) ... O.O.O
Maximum force ... 0.1322 hartree/bohr
Energy above the lowest of the compared OMol25 structures with the same formula, charge and spin ... 2.928 eV
Gap between HOMO and LUMO ... 9.28 eV
Multiplicity ... 1
Highest occupied orbital energy ... -9.0 eV



2.
Formula: C26H53BrF2InO12
Source: the OMol25 dataset
Level of theory: the ωB97M-V functional and the def2-TZVPD basis

Structure (XYZ):
```
95
Properties=species:S:1:pos:R:3:forces:R:3
In 0.25955 -1.29694 0.73356 0.80 0.08 0.86
Br -0.66763 -0.84132 -1.67896 0.33 -0.12 0.51
F 0.15369 -3.34007 1.23564 -0.20 0.93 -0.31
F -1.74046 -1.12400 4.60757 -0.68 -0.05 -2.59
O 5.29035 1.02733 4.94843 0.14 0.31 -0.45
O -3.40987 1.94332 2.59171 0.56 2.41 0.77
O -3.83373 0.14108 -2.22885 -1.58 -1.41 -1.38
O 6.74415 3.83397 -3.75357 -0.45 -0.01 0.21
O -8.08556 -5.23823 -4.42927 -1.85 -0.78 1.37
O -5.52145 -0.64901 -3.47031 -0.25 0.63 -0.43
O 4.99210 -1.12593 -0.45029 0.16 -0.67 0.15
O -9.62275 -4.75246 -2.87525 -0.01 0.28 -0.47
O -2.61716 3.54435 3.94159 0.35 -0.20 0.29
O 6.67779 2.26490 -2.15748 1.72 2.83 -1.45
O 6.82754 0.54156 3.39442 -1.42 -0.17 1.75
O 2.95715 -0.72107 -1.29230 2.69 0.06 -0.07
C -6.88539 -2.66084 -3.62213 0.01 0.07 -0.09
C -2.00000 -1.04144 3.12163 0.11 1.05 -1.19
C 4.15246 -0.44495 -1.26186 -2.34 0.10 -0.41
C -10.76375 -5.09363 -2.06354 0.10 -0.11 0.18
C -3.38936 4.13845 1.68535 0.43 0.11 -0.54
C -8.92505 -5.63368 -3.62626 1.26 0.39 -0.90
C -3.69448 -2.15633 -2.81452 0.38 -0.17 -0.55
C 5.98805 0.14611 4.19742 1.06 0.34 -0.77
C -3.11537 3.12300 2.75769 -0.73 -1.92 -0.52
C 7.28900 3.17730 -2.70510 -0.51 -1.32 0.73
C 8.33419 4.72273 -5.36998 0.13 -0.18 -0.06
C 4.69069 0.71365 -2.05185 -0.06 -0.75 -0.48
C -4.33616 -0.79845 -2.83776 1.26 1.06 1.36
C 5.78501 -1.32371 4.43093 -0.41 -0.35 -0.39
C -9.12810 -7.10350 -3.39275 -0.38 -0.39 -0.38
C 4.14935 0.68616 5.76014 -0.05 -0.19 0.11
C -0.78925 -0.15190 2.39018 -1.53 0.09 1.63
C -2.05048 4.84931 4.17207 -0.20 -0.09 -0.10
C -6.09137 -1.61336 -4.37716 0.03 -0.13 0.42
C 6.42920 -1.02446 -0.49035 -0.17 0.33 0.00
C 8.68965 3.52054 -2.28500 0.15 0.43 0.51
C -3.13036 5.85134 4.52922 -0.23 0.04 -0.02
C 4.58549 0.21083 7.13186 0.20 -0.06 0.10
C -10.32762 -5.56896 -0.69182 0.20 -0.06 0.10
C 6.91247 0.13375 0.35980 -0.31 0.14 0.12
C 7.27949 5.04201 -4.32910 0.14 -0.10 -0.06
H -3.24898 3.66015 0.71197 -0.23 -0.07 0.23
H -4.01611 -2.68920 -1.91652 0.07 0.05 -0.08
H 8.00523 0.17075 0.37550 -0.03 -0.02 0.03
H 4.12427 0.78954 -2.98424 -0.17 0.05 0.30
H 5.94326 -1.84938 3.48512 0.17 0.15 0.19
H 3.56196 1.60429 5.86829 0.29 -0.07 -0.24
H -2.05860 -2.11168 2.64804 0.30 1.81 1.56
H -9.72679 -6.47918 -0.75396 -0.13 0.01 -0.01
H 3.50302 -0.03465 5.24951 0.18 0.05 0.03
H 8.77691 3.35896 -1.20694 -0.04 -0.23 -0.24
H 4.56039 1.63216 -1.47464 0.10 -0.22 -0.11
H 6.51461 -1.67396 5.16496 -0.07 0.05 -0.05
H -2.71303 4.99071 1.70583 -0.14 0.12 0.14
H -10.13395 -7.36049 -3.06654 0.07 0.03 0.23
H 3.71651 0.01054 7.76471 0.07 0.03 -0.09
H -11.41009 -5.81444 -2.57417 0.18 0.00 0.01
H -6.76671 -1.05638 -5.03547 0.20 0.15 0.22
H 6.43962 5.55156 -4.81353 -0.02 -0.31 0.22
H -9.70418 -4.81114 -0.20559 -0.18 -0.05 -0.10
H 6.53852 1.08991 -0.01338 0.12 -0.14 -0.10
H -3.84529 5.97989 3.71332 0.12 0.04 0.00
H -7.65762 -2.18536 -3.00816 0.07 0.03 -0.15
H -11.19659 -5.76925 -0.05897 0.07 0.03 -0.07
H -3.04345 -0.49605 2.92885 2.29 -1.21 0.89
H -7.36576 -3.35532 -4.31689 0.18 0.32 0.25
H -3.70058 5.50479 5.39764 0.18 0.03 -0.08
H 8.69456 5.63831 -5.84702 -0.05 -0.07 0.04
H 7.92259 4.06198 -6.14029 -0.02 0.18 0.11
H 7.64509 5.72100 -3.55233 0.02 -0.18 -0.03
H -0.01324 0.07868 3.26440 -1.54 -0.36 -1.97
H -1.27653 0.84903 1.98797 1.12 -1.98 1.05
H 5.73449 0.60146 -2.33834 -0.50 -0.14 0.33
H 9.39090 2.86449 -2.80619 -0.07 0.08 0.04
H 5.20892 0.96865 7.61810 -0.16 -0.03 -0.08
H -1.36502 4.74275 5.01971 -0.17 -0.27 -0.18
H 9.18784 4.20157 -4.93065 -0.02 0.13 0.01
H -4.42286 4.48199 1.77296 0.10 -0.02 0.00
H 4.77915 -1.58070 4.75715 0.08 0.02 0.17
H -1.44102 5.17081 3.32163 -0.17 -0.07 0.02
H 1.99610 -0.82458 0.79312 -0.76 -0.27 0.19
H -8.39849 -7.45375 -2.65872 -0.09 0.04 -0.07
H -2.60906 -2.02564 -2.78771 -0.29 0.05 0.34
H -2.69081 6.82513 4.76216 -0.02 -0.08 -0.01
H -5.32300 -2.05038 -5.02267 0.00 0.01 0.19
H 6.81639 -1.96098 -0.07477 -0.33 0.03 -0.05
H -6.25060 -3.23396 -2.94247 0.02 -0.02 -0.14
H -11.35114 -4.17550 -1.95539 0.31 -0.05 -0.22
H 8.95682 4.56096 -2.45922 0.09 -0.06 -0.22
H 5.18631 -0.69939 7.06972 -0.13 -0.01 -0.01
H 6.54811 0.03107 1.38746 0.24 -0.09 -0.39
H 6.79259 -0.97156 -1.52147 -0.13 0.09 0.03
H -8.96985 -7.62917 -4.33856 0.23 0.16 0.20
H -3.90687 -2.75649 -3.69707 -0.28 -0.11 0.07
```
Forces are in eV/Å.

Results
Maximum force ... 0.0702 hartree/bohr
Charge ... -1
Gap between HOMO and LUMO ... 6.18 eV
Multiplicity ... 1
Highest occupied orbital energy ... -4.2 eV



3.
Formula: C26H39N13
Source: the OMol25 dataset
Level of theory: the ωB97M-V functional and the def2-TZVPD basis

Structure (XYZ):
```
78
Properties=species:S:1:pos:R:3:forces:R:3
N -1.21076 1.00369 3.00461 -3.64 4.25 1.94
N 4.07885 -0.27407 0.58953 0.33 -1.19 -2.63
N -1.11143 6.02009 1.98152 1.75 -3.21 -1.64
N 0.94566 1.47478 -6.01441 -0.99 -0.28 4.02
N 1.52482 -2.63516 -0.84774 -0.92 -2.14 -3.25
N -5.53139 -1.92802 -0.11002 -0.07 0.06 -0.09
N 3.32442 2.53395 -1.77036 -0.32 0.17 1.99
N -3.47071 -3.76382 -3.40402 0.07 0.85 -0.20
N 2.96175 -2.91919 4.83230 -0.21 -0.41 -3.07
N -1.61274 -6.13526 -0.64512 -0.92 2.41 0.33
N -3.59082 3.09970 0.67091 0.10 -0.47 -1.09
N 5.47335 2.04452 3.97244 -2.94 -1.50 -0.09
N -1.35441 -0.32974 -0.88922 0.54 0.30 0.47
C -0.42693 -0.16612 -0.21921 -0.83 -0.78 -0.69
C -3.12139 2.49595 -1.85752 -0.52 0.19 0.88
C 3.61735 2.84626 0.81670 -0.79 -0.22 -0.29
C 2.89176 -3.07691 3.67014 -0.17 0.90 3.80
C 0.77785 0.03789 0.55313 -0.11 -0.24 0.48
C -2.54624 -3.74763 -0.14020 -0.08 -0.59 -0.32
C -3.48326 -2.62249 -3.57773 0.30 -0.07 0.38
C 1.24529 -3.28154 -1.79915 1.36 2.14 3.36
C -3.42295 2.78635 -0.42985 0.21 0.27 0.32
C 4.20737 -0.71135 -0.49089 -0.29 0.46 0.91
C -1.95385 1.86185 3.40887 2.67 -3.36 -1.59
C 3.36845 2.67642 -0.61426 0.52 -0.16 -2.07
C -0.00037 3.88780 0.91966 -0.25 -0.31 -0.88
C 0.86319 -4.07617 -2.95018 -0.72 0.05 0.19
C 4.34950 -1.20703 -1.91173 0.36 0.26 0.49
C -3.50224 -1.15257 -3.75964 -0.47 -0.59 -0.09
C 2.85954 -3.25615 2.24408 0.53 -0.20 -0.35
C 0.68426 1.40735 -4.86127 1.07 0.27 -4.00
C 0.38998 1.33637 -3.42221 -0.09 -0.08 -1.29
C -4.92941 -1.23272 0.57624 0.54 0.04 0.65
C -2.87022 2.94475 3.89036 0.90 -0.21 -0.09
C -4.11358 -0.35692 1.42663 0.55 0.09 0.07
C 4.45145 1.46138 3.97428 2.91 0.98 0.35
C -2.05031 -5.07068 -0.43185 1.45 -3.35 0.03
C 3.18374 0.70120 3.95931 1.00 0.92 -0.31
C -0.59313 5.07170 1.50113 -1.56 3.41 2.26
H -3.56741 3.24509 3.10817 0.01 -0.32 0.04
H 3.40268 -1.35187 -2.43197 -0.14 0.25 0.47
H -3.35015 1.45559 -2.08860 0.17 0.08 0.11
H 3.84840 -2.95047 1.90228 0.03 -0.22 -0.32
H -3.21419 -0.05395 0.89050 -0.38 0.53 -0.51
H 2.14223 -2.64489 1.69641 -0.14 -0.19 0.31
H -2.04245 -3.17178 -0.91653 -0.55 0.83 0.30
H 0.61364 2.32740 -3.02730 0.05 -0.31 0.47
H 1.02264 -0.78131 1.22921 -0.41 -0.29 -0.25
H -0.61083 3.72006 0.03236 0.07 -0.37 -0.16
H 0.53673 0.85510 1.23291 0.66 0.44 -0.28
H -0.15223 -3.74158 -3.16247 -0.10 -0.10 -0.43
H -2.25932 3.81926 4.11423 0.13 0.03 -0.10
H -2.92611 -0.87923 -4.64365 -0.05 0.00 0.06
H -3.76286 3.13845 -2.46070 0.17 0.02 -0.09
H 4.88675 -2.15161 -1.99672 -0.07 -0.08 0.58
H 2.85615 0.88455 2.93598 -0.69 -0.35 0.17
H 1.02225 4.02332 0.56757 -0.04 0.22 0.25
H -4.54895 -0.88339 -3.90118 0.03 0.16 -0.16
H 2.90739 2.20014 1.33300 0.20 -0.12 0.12
H 1.61856 0.08760 -0.13884 0.02 0.68 0.27
H -2.06812 2.71786 -2.02922 -0.11 -0.09 -0.13
H -3.60441 -0.79846 2.28330 -0.72 -0.74 0.16
H -3.36063 2.68748 4.82920 -0.07 -0.33 -0.23
H 0.77255 -5.12329 -2.66133 0.23 -0.01 -0.08
H -3.14284 -0.61065 -2.88485 0.21 -0.39 0.05
H 3.34703 -0.36451 4.11960 -0.02 0.16 0.13
H -2.30020 -3.44961 0.87898 0.16 0.10 -0.18
H -3.62805 -3.82722 -0.24732 0.02 0.64 -0.22
H 2.54613 1.15757 4.71645 -0.28 -0.30 -0.22
H 2.70279 -4.32208 2.07877 -0.03 0.10 -0.43
H -0.66770 1.08197 -3.35354 0.05 0.05 0.42
H 1.50470 -3.92402 -3.81816 0.00 -0.04 0.20
H 3.36388 3.86396 1.11359 0.51 0.05 0.03
H 4.95335 -0.51339 -2.49682 -0.14 0.32 0.23
H -0.07927 2.99964 1.54661 -0.04 0.24 0.18
H 4.63624 2.52378 1.03108 -0.11 0.28 0.22
H 0.99565 0.52109 -3.02651 -0.04 0.32 0.43
H -4.69645 0.48495 1.80027 0.14 0.07 -0.29
```
Forces are in eV/Å.

Results
Maximum force ... 0.1152 hartree/bohr
Energy above the lowest of the compared OMol25 structures with the same formula, charge and spin ... 0.897 eV
Gap between HOMO and LUMO ... 11.30 eV
Multiplicity ... 1
Highest occupied orbital energy ... -11.4 eV



4.
Formula: C43H57N4O2ReSi3Te
Source: the OMol25 dataset
Level of theory: the ωB97M-V functional and the def2-TZVPD basis

Structure (XYZ):
```
111
Properties=species:S:1:pos:R:3:forces:R:3
Re -0.62394 1.15723 0.30361 1.27 -1.24 0.78
Te -2.01968 -0.74751 -1.16786 0.20 0.31 -0.03
Si -4.43572 0.54411 -3.45634 -0.35 -0.01 -0.19
Si -1.35982 -3.65927 -2.54384 -0.04 -0.13 -0.09
Si 2.40738 -0.89654 0.40513 1.98 -0.95 -0.29
O 1.52659 2.18477 -3.18920 0.13 -0.06 0.10
O 1.09522 -0.01712 0.40722 -2.62 1.67 0.13
N -0.93304 1.19355 2.28338 0.44 -0.69 -2.07
N -2.63292 2.29803 0.51275 0.69 -0.19 0.23
N 0.98900 2.87805 1.51076 -0.43 -0.69 -0.41
N -0.07936 1.67663 -1.54627 -1.15 0.28 1.84
C 4.24013 -2.98562 3.48214 0.13 -0.05 0.03
C -2.74671 2.68732 1.91531 0.54 -0.28 0.72
C 0.24943 1.15089 3.05697 1.22 0.26 0.47
C -5.51676 -0.82520 -2.68711 0.39 0.47 -0.27
C 2.18442 3.02665 0.68081 0.28 -0.12 -0.30
C 2.85210 -3.73256 -3.30564 0.16 -0.07 0.06
C 6.19273 0.50810 -0.69484 0.16 0.06 -0.13
C 1.91737 -2.90010 4.05563 -0.14 -0.09 0.12
C -2.57798 0.34616 -2.95139 -0.63 0.09 0.34
C 4.05612 0.08189 0.32716 -1.04 -0.49 -0.07
C 0.43514 0.33506 4.16483 -0.16 0.19 -0.32
C -3.66817 3.61454 2.36003 0.08 0.14 -0.02
C -3.72504 3.94885 3.70361 -0.01 -0.08 0.03
C -1.50512 -4.42110 -0.80576 -0.03 0.23 -0.68
C 4.50118 0.72661 1.47477 0.19 0.10 -0.02
C 2.34524 2.23819 3.51065 -0.13 0.20 -0.08
C 2.60384 -3.42111 -0.93871 0.03 -0.02 -0.01
C 2.72011 -2.36607 -3.49661 -0.01 0.13 -0.11
C 6.62822 1.14250 0.45453 0.11 -0.04 -0.09
C 3.21554 -3.25996 4.37284 -0.06 -0.05 0.06
C 1.57829 0.46661 4.93885 -0.08 0.07 0.02
C 2.49757 -2.04772 -1.11571 -0.04 0.50 0.93
C -3.04376 -3.34293 -3.37380 0.62 -0.07 0.40
C 2.54596 -1.53138 -2.40659 -0.05 -0.14 -0.08
C 2.66956 -1.92197 1.98247 -0.36 0.35 -0.55
C 1.64761 -2.24173 2.86744 0.04 -0.04 -0.16
C -0.57766 -1.94118 -2.16694 -0.38 -0.55 -0.01
C -1.99292 2.35166 4.17954 0.12 -0.30 -0.44
C 2.51373 1.43471 4.62820 0.02 -0.04 -0.01
C -1.88206 2.03405 2.81392 -1.77 1.16 0.52
C -3.83590 1.48359 0.25813 -0.28 -0.45 -0.09
C 0.45966 4.19080 1.88741 -0.32 0.30 0.02
C 3.96454 -2.32425 2.30050 0.10 -0.03 -0.06
C -0.32217 -4.69938 -3.74257 -0.27 0.38 0.58
C -2.63034 3.46622 -0.38103 0.15 0.33 -0.31
C 4.91110 -0.01122 -0.76002 0.08 0.05 -0.08
C 0.76690 1.93197 -2.33740 1.02 0.47 -1.36
C -5.15015 2.24292 -2.92542 0.37 -0.61 -0.16
C 1.23173 2.08865 2.70280 -0.17 -0.50 0.31
C 2.78257 -4.25900 -2.02557 0.05 -0.19 -0.09
C 5.77377 1.26394 1.53793 -0.07 0.10 0.21
C -4.43774 0.47155 -5.35711 0.02 0.03 0.74
C -2.90172 3.29522 4.60840 -0.11 0.18 -0.10
H 2.55853 -3.83395 0.05993 0.03 -0.08 0.08
H 0.25031 4.77049 0.98758 -0.01 -0.03 -0.01
H 3.42052 -3.76338 5.30621 0.04 -0.05 0.07
H -1.82305 4.13876 -0.09536 -0.02 -0.04 0.02
H -3.60555 -2.59411 -2.82297 -0.19 0.00 0.05
H 2.75365 -1.94828 -4.49214 0.05 0.01 -0.12
H -4.41522 3.04159 -2.96742 0.16 0.13 -0.03
H 1.17250 4.75681 2.49869 0.05 -0.12 -0.05
H 3.84426 0.78553 2.32945 0.08 -0.05 0.11
H 0.63552 -1.95956 2.61512 -0.18 0.02 0.06
H 1.72712 -0.17752 5.79205 0.00 -0.06 0.04
H -5.59076 2.23523 -1.93264 -0.01 -0.06 0.16
H -3.64073 -4.24793 -3.42282 -0.12 -0.17 0.05
H 4.58631 -0.51185 -1.65948 0.11 -0.05 -0.04
H -3.82628 0.60659 0.91094 0.01 0.12 -0.08
H -0.84238 -5.62166 -3.97830 -0.23 -0.18 -0.02
H -2.91751 -2.98590 -4.39277 0.11 0.08 -0.17
H -1.35299 1.86281 4.89595 0.06 0.01 0.03
H -2.06330 -0.15928 -3.76394 0.10 -0.23 -0.01
H 7.63795 1.51885 0.50919 0.10 0.10 0.02
H 1.94208 3.63584 -0.18920 -0.06 0.04 0.01
H -5.63257 -1.66006 -3.37067 0.06 -0.17 -0.09
H -3.86792 1.16477 -0.78267 -0.04 0.13 0.06
H 3.39419 1.55739 5.23933 0.08 -0.01 0.07
H 1.11793 -3.13291 4.74439 -0.11 -0.03 0.06
H 2.86499 -5.32601 -1.87243 0.05 -0.09 -0.02
H -4.73669 2.06288 0.47866 0.07 0.00 -0.08
H -2.95701 3.53888 5.65801 0.00 0.01 0.10
H 2.50988 2.04453 0.34477 0.01 0.12 0.03
H 3.01174 3.50227 1.21722 -0.09 0.04 -0.04
H 6.10414 1.75994 2.43969 0.08 0.03 0.08
H -6.51390 -0.45454 -2.47229 -0.17 0.17 0.04
H -5.94600 2.51154 -3.61476 -0.13 -0.02 -0.16
H -0.14494 -4.17426 -4.67572 0.00 0.17 -0.16
H -4.40269 4.71624 4.04151 -0.13 0.03 0.02
H 0.24278 -2.06829 -1.46972 0.04 0.01 0.04
H -0.54154 -4.39157 -0.30369 0.22 0.03 0.02
H -2.46207 3.13863 -1.40552 -0.01 -0.06 0.03
H -3.82111 1.26127 -5.77578 0.14 0.17 -0.04
H 6.85397 0.40202 -1.54189 0.09 0.03 -0.07
H -4.32194 4.11433 1.66170 -0.07 0.06 -0.06
H -4.06697 -0.47410 -5.73955 0.10 -0.22 0.02
H -2.10564 1.31840 -2.84720 0.09 0.11 0.01
H -1.82854 -5.45544 -0.82663 -0.12 -0.21 -0.05
H 2.43102 -0.46727 -2.55910 0.05 0.18 -0.11
H -5.09707 -1.20531 -1.75576 -0.01 -0.03 0.09
H -2.21226 -3.86451 -0.19373 -0.13 0.06 0.07
H 3.01863 -4.38973 -4.14782 -0.04 -0.01 -0.07
H 0.64092 -4.96105 -3.32393 0.09 -0.04 0.10
H 5.25622 -3.27650 3.70673 0.06 -0.04 0.05
H -0.32278 -0.39064 4.41625 -0.08 -0.11 0.02
H -3.57682 4.00603 -0.33964 -0.04 -0.03 0.01
H -0.45800 4.06546 2.46212 0.06 0.09 -0.03
H -5.44132 0.60689 -5.74640 -0.25 0.04 -0.02
H 4.77318 -2.11236 1.61453 0.10 0.05 -0.01
H 3.09359 2.98032 3.27654 0.08 0.05 -0.06
H -0.21043 -1.40441 -3.03660 -0.02 0.23 0.01
```
Forces are in eV/Å.

Results
Maximum force ... 0.0605 hartree/bohr
Charge ... +1
Gap between HOMO and LUMO (alpha / beta) ... 6.40 / 6.82 eV
Multiplicity ... 2
Highest occupied orbital energy (alpha / beta) ... -10.7 / -10.7 eV